No. 1
14
Properties=species:S:1:pos:R:3 method="wB97M-V/def2-TZVPD" de_lowest_ev=2.656 homo_lumo_gap_ev=8.7 homo_ev=-9.16
O -0.94365 -2.47003 -0.12333
H 1.20095 0.24431 -1.37398
C -1.19101 0.14080 0.15629
S -2.79855 0.15577 -0.06052
C -0.30979 -1.47577 -0.02663
C 1.11776 -1.11948 0.21875
O -3.22806 1.57284 0.05428
H 0.12527 1.57601 1.10720
H 1.46199 -1.21513 1.32975
H 2.12650 0.89320 -0.08510
H -0.39770 2.10791 -0.51706
C 1.15318 0.32584 -0.33640
H 1.80982 -1.85016 -0.45262
C -0.12671 1.11389 0.10936

No. 2
14
Properties=species:S:1:pos:R:3 method="wB97M-V/def2-TZVPD" de_lowest_ev=3.710 homo_lumo_gap_ev=8.5 homo_ev=-8.73
C 0.88703 -0.71915 -0.68385
S -2.16973 0.98244 0.09498
O 0.37169 -1.35070 -1.57197
H -2.78309 -1.08807 1.09904
H -1.05544 2.88031 0.30592
H 1.48498 1.34621 -0.52201
O 0.40499 -0.66090 0.52479
H 2.34749 0.41737 -1.80442
C -1.87496 -0.59854 0.84058
C 1.96322 0.33902 -0.84951
C -0.78888 -1.29965 0.85263
H -0.66227 -2.30199 1.21316
H 2.83041 0.13572 -0.13177
C -0.95544 1.91794 0.63243

No. 3
14
Properties=species:S:1:pos:R:3 method="wB97M-V/def2-TZVPD" de_lowest_ev=3.717 homo_lumo_gap_ev=9.6 smiles="C/C=C(/C=O)OC=O" homo_ev=-10.31
O 0.49845 1.55462 1.03365
O -0.01326 0.30464 -0.90756
H -1.65046 -1.70884 1.30494
H 1.30128 -2.05741 0.77494
C 1.28472 -1.07377 0.32368
C 0.35820 1.43061 -0.22636
C -0.11405 -0.67275 0.17248
C -2.44666 -0.07391 -0.27657
C -1.39112 -1.01456 0.43930
H -3.31231 0.23985 0.42859
H -3.06485 -0.75603 -0.94469
H 0.28601 2.24056 -0.89712
O 2.27137 -0.65239 -0.43691
H -1.75867 0.81318 -0.77531

No. 4
14
Properties=species:S:1:pos:R:3 method="wB97M-V/def2-TZVPD" de_lowest_ev=2.722 homo_lumo_gap_ev=8.8 smiles="C1OC2=C(COC2)O1" homo_ev=-7.88
H 2.66165 1.03168 -0.98174
C -0.81590 0.06776 1.50021
H 2.58262 -0.74974 -0.52590
H -1.10278 0.85410 2.18521
C 0.20231 0.31438 0.56918
O 1.58551 0.35683 0.69918
C -1.54275 -0.24984 -0.78583
H -0.67126 -0.85613 2.13455
O -1.91169 -0.19343 0.60556
C 2.07994 0.17678 -0.65015
H -1.63397 -1.26529 -1.14192
C -0.16401 0.06526 -0.68121
H -2.17836 0.44584 -1.38811
O 0.90869 0.00181 -1.53902